Formula: C23H24BBr2ClF10N3O10P2S
Source: OMol25
Level of theory: the ωB97M-V functional and the def2-TZVPD basis

- net charge = -1
- HOMO level (eV) = -5.955
- HOMO-LUMO gap (eV) = 6.120
- lowest unoccupied orbital energy (eV) = 0.166
- multiplicity = 1
- E_tot (a.u.) = -9519.6370

Each line ends with the Mulliken charge.
Atoms and positions in Å:
C  6.14129  3.23800  2.95584  -0.67
C  6.47479  2.65093  1.43352  0.17
Br  7.98270  3.84204  0.74748  -0.26
C  7.09699  1.13746  1.49645  -0.34
Br  8.80557  1.15320  0.45139  -0.20
B  6.05310  -0.07142  1.10880  -0.22
C  6.21990  -0.81951  -0.38338  -0.52
C  5.61293  0.19609  -1.51789  0.30
F  6.55064  0.24408  -2.66398  -0.39
O  6.05395  -1.28835  1.99661  -0.54
C  4.89593  -1.34015  2.95026  0.12
P  5.78773  -0.94518  4.60416  0.24
N  4.81527  -0.83120  5.89126  -0.72
P  4.49415  -3.18972  3.12257  0.19
O  5.97780  -4.07733  3.52923  -0.54
O  3.54996  -3.32499  4.62174  -0.52
C  3.80753  -0.28362  2.32840  0.63
Cl  3.49626  1.10693  3.57496  -0.14
S  2.43608  -0.83344  1.19580  1.13
O  3.06866  -1.95480  0.27720  -0.55
O  2.15503  0.34858  0.18715  -0.59
C  0.93212  -1.59348  1.95080  0.48
F  1.27588  -2.82740  2.75563  -0.24
F  0.11001  -2.14712  0.80762  -0.25
C  0.02174  -0.66864  2.94336  0.40
F  0.79048  -0.47780  4.19449  -0.23
F  -1.12420  -1.57407  3.35074  -0.31
C  -0.67121  0.64560  2.30134  0.83
F  -0.75191  0.65007  0.79250  -0.27
F  -2.11980  0.64900  2.73660  -0.29
C  -0.08466  2.10536  2.72639  0.49
F  -1.14010  3.09868  2.28656  -0.28
F  0.06870  2.34678  4.18121  -0.21
F  1.13595  2.53117  1.94275  -0.17
O  4.69858  0.46022  1.36737  -0.06
H  6.05749  2.34717  3.74553  0.08
H  7.08627  3.86949  3.32024  0.37
H  5.15770  3.89163  2.95179  0.12
H  5.60079  2.80530  0.67170  0.31
H  7.40842  0.95349  2.63429  0.28
H  7.33511  -1.16694  -0.58706  0.29
H  5.58056  -1.82732  -0.41050  0.05
H  5.48220  1.28698  -1.09037  -0.09
H  4.52680  -0.13771  -1.87325  0.10
H  6.55936  0.30181  4.53677  0.08
H  6.76830  -1.98731  4.92040  0.08
H  5.10461  -1.56775  6.60319  0.21
H  6.53778  -4.21244  2.70974  0.36
H  3.03579  -2.44726  4.71802  0.36
C  -4.73736  1.31550  1.22401  -0.39
C  -6.12857  1.37761  1.13015  -0.57
C  -6.77991  0.83710  0.01974  -0.33
C  -6.02506  0.22988  -0.99330  0.00
C  -4.62775  0.17298  -0.90530  -0.41
C  -3.98739  0.71951  0.20867  -0.25
N  -6.70563  -0.36275  -2.15092  1.02
O  -7.94156  -0.27533  -2.20134  -0.64
O  -6.00622  -0.91995  -3.00905  -0.57
H  -4.23438  1.73333  2.09443  0.42
H  -6.70608  1.84506  1.92485  0.36
H  -7.86471  0.89347  -0.03845  0.42
H  -4.02928  -0.29091  -1.68657  0.45
H  -2.90330  0.67763  0.28770  0.41
C  -8.02586  -0.41534  -5.36093  0.34
C  -7.97990  0.70704  -6.18935  -0.52
C  -8.27782  0.58666  -7.54808  -0.29
C  -8.62659  -0.66742  -8.06810  -0.04
C  -8.66603  -1.79726  -7.24024  -0.31
C  -8.36330  -1.66497  -5.88358  -0.58
N  -8.96563  -0.79576  -9.49044  0.95
O  -8.90065  0.22338  -10.19388  -0.59
O  -9.30130  -1.91432  -9.90542  -0.59
H  -7.79824  -0.31547  -4.30101  0.06
H  -7.71460  1.67731  -5.77491  0.38
H  -8.23756  1.47090  -8.18041  0.42
H  -8.93030  -2.77744  -7.63159  0.42
H  -8.39407  -2.53552  -5.23209  0.39